Entry from the OMol25 dataset: a structure of composition C2H2Br4S (ωB97M-V/def2-TZVPD).

Geometry as XYZ:
```
9
Properties=species:S:1:pos:R:3:mulliken_charge:R:1
C -0.655 -0.141 0.926 -0.30
C 3.187 -0.290 0.147 0.07
S -2.010 -0.751 0.265 -0.04
Br 2.728 -1.713 1.496 -0.05
Br 5.067 -0.062 -0.084 -0.04
Br 2.251 -0.476 -1.505 0.03
Br -1.527 -2.924 -0.348 -0.16
H -0.126 0.843 0.778 0.30
H -0.082 -0.881 1.543 0.18
```

Results
Calculated total energy ... -293107.65826 eV
Relative energy (zero: lowest compared OMol25 entry of this formula, charge and spin) ... 2.938 eV
E_HOMO (alpha / beta) ... -0.299 / -0.342 Ha
Kohn-Sham gap (alpha / beta) ... 6.2483 / 7.8615 eV
LUMO (alpha / beta) ... -1.89 / -1.44 eV